C5H8N2 in the gas phase in a non-equilibrium geometry, computed with wB97M-V/def2-TZVPD.

Properties
Lowest unoccupied orbital energy in eV: 0.646
HOMO energy in eV: -6.86
Energy above the lowest of the compared OMol25 structures with the same formula, charge and spin in kJ/mol: 388.07
HOMO-LUMO gap in eV: 7.51
Calculated total energy in hartree: -304.6877

```
! RIJCOSX wB97M-V def2-TZVPD def2/J DEFGRID3
* xyz 0 1
C 0.0906 -1.0874 -1.4216
C 0.3897 1.3383 -0.9057
C 0.4105 0.0891 -1.9172
C -0.0151 0.9961 0.4880
C -0.3653 -0.7676 2.0782
N -0.1188 -1.3145 -0.1240
N -0.2139 -0.2984 0.7038
H 0.0028 -1.9421 -1.9776
H 1.4989 1.6156 -1.0734
H -0.2389 2.2205 -1.4580
H 0.6342 0.2081 -2.9044
H -0.3835 1.5619 1.2997
H 0.4426 -0.5734 2.8055
H -1.3299 -0.2553 2.3853
H -0.8042 -1.7910 2.0214
*
```